The following is a quantum chemistry calculation of 2 unconnected molecules or ions with the total composition C6H9I at a distorted geometry, from the Open Molecules 2025 dataset.

Each line ends with the Löwdin spin population.
Geometry (Å):
1 C 0.9765 1.0725 -0.0763  0.2944
2 C 0.2895 0.0666 -0.1148  0.1152
3 C -0.3711 -1.2304 0.2282  0.5646
4 C -1.6254 -1.6887 0.0907  0.7056
5 C 1.6293 2.3178 -0.1006  0.0653
6 C -2.8422 -0.8847 -0.2755  0.1055
7 I 4.1402 -0.2067 -0.1904  0.0012
8 H 0.4018 -1.9703 0.4186  0.0226
9 H 3.4074 -0.9086 0.9680  0.0000
10 H -1.8452 -2.7274 0.4332  0.0297
11 H 2.4565 2.5662 0.5214  0.0048
12 H 0.9451 3.1366 0.3010  0.0063
13 H 1.9394 2.4483 -1.1460  0.0237
14 H -3.0619 -0.2039 0.6437  0.0494
15 H -3.7161 -1.5586 -0.6583  0.0010
16 H -2.7237 -0.2286 -1.0429  0.0106

Atoms 1-3, force components in eV/Å:
-0.3 -0.6 0.6
-2.9 -4.5 1.4
9.2 5.6 -0.3

The charge is 0. The spin multiplicity is 3.



The following is a quantum chemistry calculation of a molecular structure, C17H21BrHgN3OTe, from the Open Molecules 2025 dataset.

Each line ends with the Löwdin spin population.
Geometry (Å):
1 Hg 0.7231 0.3188 -0.8598  -0.0003
2 N 4.8500 2.2510 0.2803  0.0000
3 C 3.6393 1.6846 0.0410  0.0000
4 O 3.5311 0.4796 -0.1384  0.0002
5 C 2.4551 2.6435 0.1028  -0.0004
6 C 1.3321 2.3758 -0.8863  -0.0012
7 H 5.6710 1.6739 0.2987  0.0000
8 H 4.9555 3.2435 0.3556  0.0000
9 H 2.8226 3.6671 -0.0183  -0.0001
10 H 2.0717 2.5566 1.1215  -0.0001
11 H 1.5934 2.7069 -1.8885  0.0000
12 H 0.4291 2.8944 -0.5744  -0.0001
13 Br -5.6383 0.0678 -5.0107  0.0101
14 C -4.4116 0.0582 -3.5599  0.0478
15 C -4.8802 0.1505 -2.2616  -0.0048
16 C -3.9856 0.1678 -1.2016  0.0444
17 C -2.5970 0.0952 -1.4138  0.0108
18 C -2.1661 -0.0154 -2.7464  0.0369
19 C -3.0517 -0.0310 -3.8086  -0.0041
20 N -1.6335 0.1184 -0.4200  0.1982
21 C -1.9587 0.1818 0.8720  0.2109
22 C -1.0301 0.2537 1.9369  0.0821
23 C -1.4943 0.3391 3.2786  0.0608
24 C -0.6080 0.4287 4.3132  0.0350
25 C 0.7758 0.4335 4.0399  0.1094
26 C 1.1641 0.3330 2.7242  0.0070
27 N 0.3151 0.2423 1.6933  0.1261
28 H -5.9445 0.2080 -2.0743  -0.0014
29 H -4.3838 0.2473 -0.1981  0.0052
30 H -1.1036 -0.0867 -2.9405  0.0021
31 H -2.6918 -0.1139 -4.8258  -0.0011
32 H -3.0027 0.1993 1.1740  0.0145
33 H -2.5645 0.3328 3.4570  0.0008
34 H -0.9646 0.4948 5.3342  -0.0003
35 H 1.5101 0.5064 4.8310  0.0073
36 H 2.2204 0.3119 2.4642  -0.0019
37 C 0.4768 -4.2971 -1.1537  0.0019
38 Te 0.5541 -2.5162 0.0384  0.0043
39 C 2.6572 -2.6860 0.3781  -0.0005
40 H 0.8946 -5.1116 -0.5643  0.0002
41 H 1.0319 -4.1809 -2.0831  0.0000
42 H -0.5700 -4.5027 -1.3729  0.0001
43 H 3.1074 -3.0921 -0.5251  0.0000
44 H 2.8439 -3.3429 1.2253  0.0000
45 H 3.0553 -1.6899 0.5664  -0.0001

Atoms 1-3, force components in eV/Å:
-0.4 0.0 0.4
-0.1 0.0 -0.1
0.0 -0.1 0.0

The charge is 0. The spin multiplicity is 2.



The following is a quantum chemistry calculation of a single C9H13NO3S molecule at a distorted geometry, from the Open Molecules 2025 dataset.

Each line ends with the Löwdin charge.
Geometry (Å):
1 C -1.0445 -1.3753 -0.7270  -0.0174
2 C -2.1312 -0.4404 -0.1896  -0.5879
3 N -3.1542 -0.4717 -1.1014  0.0868
4 O -2.4945 -0.8925 1.3023  -0.1022
5 S -1.5495 1.3295 0.1305  0.7499
6 O -2.4840 2.2443 0.7648  -0.3151
7 O -1.0152 1.7884 -1.1666  -0.3345
8 C -0.1537 1.2753 1.2441  -0.1853
9 C 1.1481 0.8800 0.6161  -0.2958
10 C 1.8555 1.7544 -0.1309  -0.1036
11 C 2.9971 1.5004 -0.8319  -0.0351
12 C 3.6170 0.2109 -0.4928  -0.0728
13 C 3.0584 -0.6099 0.4514  -0.0857
14 C 1.7699 -0.3208 1.0226  -0.0137
15 H -0.3464 -1.6367 0.0984  0.0790
16 H -1.3945 -2.2024 -1.3290  0.0916
17 H -0.4378 -0.6564 -1.2903  0.0843
18 H -3.5769 -1.3655 -0.8073  0.1193
19 H -3.8406 0.2521 -1.1285  0.0978
20 H -3.4389 -1.1556 1.2551  0.0777
21 H -0.0589 2.3062 1.7199  0.1506
22 H -0.3660 0.4967 1.9592  0.0929
23 H 1.3472 2.6850 -0.4520  0.1293
24 H 3.4329 2.1901 -1.5874  0.1160
25 H 4.5761 -0.2029 -0.9022  0.1109
26 H 3.5815 -1.3815 0.9100  0.0779
27 H 1.2954 -1.0290 1.6113  0.0850

Atoms 1-3, force components in eV/Å:
1.7 2.0 1.8
1.1 -0.5 3.4
-1.5 -1.4 0.0

The charge is 0. Its SMILES is C[C@@](N)(O)S(=O)(=O)Cc1ccccc1.



The following is a quantum chemistry calculation of 12 unconnected molecules or ions with the total composition C4H32O12 at a distorted geometry, from the Open Molecules 2025 dataset.

Each line ends with the Löwdin charge.
Geometry (Å):
1 C -3.2590 -2.8491 -0.7753  -0.1016
2 O -2.3180 -1.7768 -0.7240  -0.1998
3 H -2.7736 -3.7613 -0.4292  0.0740
4 H -4.0700 -2.6372 -0.0808  0.0839
5 H -3.6474 -2.8922 -1.7924  0.0842
6 H -1.4237 -1.9887 -1.0678  0.0322
7 C 2.6440 4.4293 1.8773  -0.1295
8 O 1.8021 3.5252 1.1803  -0.1437
9 H 2.4276 5.4043 1.4342  0.0846
10 H 2.4240 4.4995 2.9470  0.0801
11 H 3.6998 4.2037 1.7138  0.0826
12 H 2.1367 2.6271 1.2640  0.0596
13 C -0.3408 -3.3275 1.6154  -0.1127
14 O -1.2195 -3.1697 2.7547  -0.1373
15 H -0.2916 -2.4336 0.9896  0.0596
16 H 0.6538 -3.6165 1.9496  0.0823
17 H -0.8562 -4.0917 1.0373  0.0799
18 H -0.7037 -2.7302 3.4396  0.0770
19 C 3.2017 -1.2702 -0.9614  -0.1441
20 O 2.8139 -2.2870 -1.8872  -0.1213
21 H 3.6117 -0.3852 -1.4552  0.0829
22 H 2.3274 -1.1257 -0.3310  0.0687
23 H 4.0523 -1.5992 -0.3482  0.0790
24 H 3.5997 -2.5193 -2.3902  0.0920
25 O 1.4301 0.7307 -2.6747  -0.0676
26 H 1.6040 0.8674 -1.7393  -0.0023
27 H 0.6391 1.2699 -2.8548  0.0114
28 O -0.1026 0.3845 -0.0826  -0.0598
29 H 0.5543 0.5985 0.6151  0.0001
30 H -0.4562 1.2426 -0.3680  0.0303
31 O -2.9438 0.7702 -1.8279  -0.0509
32 H -2.6931 -0.0963 -1.4569  0.0143
33 H -3.8593 0.9047 -1.5655  0.0574
34 O -0.7734 3.7058 0.1618  -0.0570
35 H -1.0785 4.6156 0.2393  0.0525
36 H -0.0162 3.6410 0.7745  0.0153
37 O 1.2161 0.7771 2.2619  -0.0411
38 H 0.3367 0.6209 2.6427  0.0768
39 H 1.8218 0.2736 2.8193  0.0705
40 O -2.6720 -0.7047 2.1064  -0.0778
41 H -2.3956 -0.7304 1.1770  -0.0024
42 H -2.3184 -1.5266 2.4866  -0.0028
43 O 0.0111 -1.9548 -2.1252  -0.0472
44 H 0.8928 -2.1204 -1.7564  0.0146
45 H -0.1641 -1.0244 -1.9113  0.0178
46 O -0.9098 2.5578 -2.5870  -0.0748
47 H -1.6353 1.9091 -2.5348  0.0054
48 H -0.9787 3.0605 -1.7603  0.0044

Atoms 1-3, force components in eV/Å:
0.7 0.5 -0.1
-0.1 0.7 0.6
-0.2 -0.3 -0.4

The charge is 0. Its SMILES is CO.CO.CO.CO.O.O.O.O.O.O.O.O.



The following is a quantum chemistry calculation of 13 unconnected molecules or ions with the total composition C5H33O15 at a distorted geometry, from the Open Molecules 2025 dataset.

Each line ends with the Löwdin charge.
Geometry (Å):
1 O -0.9283 0.6260 1.8118  -0.1151
2 C -0.9149 -0.5684 1.2915  -0.5519
3 O -1.9199 -1.2687 1.1208  0.0023
4 C 0.5048 -0.9973 0.9455  -0.0956
5 C 0.8680 -2.4981 1.2536  -0.1721
6 C 1.6885 -2.9917 0.0465  -0.1842
7 C 3.0072 -2.1883 -0.1002  -0.2967
8 O 3.2148 -1.5868 -1.3376  -0.0826
9 H 0.7689 -0.8681 -0.1007  0.1087
10 H 1.1888 -0.4624 1.5906  0.0898
11 H 1.4758 -2.5043 2.1588  0.1080
12 H -0.0150 -3.1282 1.3795  0.1039
13 H 1.1365 -3.0851 -0.8847  0.0984
14 H 2.0407 -4.0132 0.2927  0.1017
15 H 3.1427 -1.5129 0.7645  0.1088
16 H 3.9149 -2.7798 0.1006  0.1109
17 H 2.8400 -0.7045 -1.5484  0.0305
18 H -2.1177 3.0745 -0.9967  0.0006
19 H -0.5659 2.9563 -0.8983  0.0157
20 O -1.3284 2.9226 -1.5252  -0.0864
21 H 0.8456 0.2314 4.5683  0.0198
22 H -0.1916 0.3766 3.2254  0.0136
23 O 0.3358 -0.1843 3.8766  -0.0880
24 H 1.3099 3.4489 2.2386  0.0307
25 H 1.8042 2.0215 2.3767  0.0148
26 O 2.0195 2.9237 2.6469  -0.0737
27 H -0.3280 2.0047 1.0876  0.0102
28 H -0.9489 3.3246 1.1166  0.0454
29 O -0.0523 2.9412 0.9421  -0.1147
30 H -3.2120 -0.2689 1.4020  0.0091
31 H -4.4722 0.0959 0.6861  0.0450
32 O -3.8881 0.4608 1.3706  -0.0993
33 H -1.5187 -2.3288 -0.2694  0.0261
34 H -2.3263 -3.4811 -1.0177  0.0343
35 O -1.6843 -2.7949 -1.1384  -0.0642
36 H -1.1006 -2.0245 -2.8640  0.0249
37 H 0.3272 -1.8161 -3.4780  0.0431
38 O -0.6011 -1.8159 -3.6709  -0.0376
39 H -3.6534 3.0348 1.2472  0.0591
40 H -2.7752 1.8375 1.3644  0.0079
41 O -2.7544 2.7610 1.0534  -0.0812
42 H -2.7907 1.0501 -0.9826  -0.0011
43 H -3.2466 0.2967 -2.2684  0.0395
44 O -3.4238 0.4263 -1.3335  -0.0446
45 H 1.4056 0.6398 -3.3204  0.0368
46 H 1.7745 0.9151 -1.8571  0.0529
47 O 2.1199 0.4742 -2.6564  -0.0631
48 H 3.5434 1.5762 0.0357  0.0148
49 H 3.2033 2.0806 1.5039  -0.0063
50 O 3.8452 1.5878 0.9437  -0.0673
51 H -0.6113 -0.2084 -4.1139  -0.0077
52 H -0.6029 1.2846 -3.6548  0.0409
53 O -0.3531 0.7070 -4.4251  -0.1148

Atoms 1-3, force components in eV/Å:
-1.0 -1.2 -0.8
1.1 2.1 0.7
0.4 -0.5 -0.2

The charge is -1.



Relative energy (zero: lowest compared OMol25 entry of this formula, charge and spin) / kJ/mol: 217.30, 25.28, 217.64, 133.21, 65.26